Entry 1:
The following is a quantum chemistry calculation of one molecule with the formula C3H5NO2, from the OMol25 dataset.

The calculation puts the energy above the lowest of the compared OMol25 structures with the same formula, charge and spin at 0.1191 eV. Its spin multiplicity is 1. As for the structure (SMILES): CC(=O)NC=O. The LUMO energy is 0.7 eV. As for the total energy: -8777.5756 eV. As for the HOMO energy: -0.382 Eh.

Each line ends with the natural charge from an NBO analysis.
Cartesian coordinates (Å):
1 C -1.38 -0.47 0.19  -0.73
2 H 1.36 1.51 0.26  0.41
3 H 2.49 0.14 -1.13  0.12
4 O 1.09 -1.34 -1.10  -0.57
5 N 0.85 0.68 -0.02  -0.66
6 H -2.33 0.07 0.16  0.24
7 C 1.51 -0.24 -0.80  0.54
8 H -1.15 -0.93 -0.77  0.25
9 H -1.48 -1.25 0.95  0.25
10 O -0.59 1.29 1.60  -0.56
11 C -0.37 0.54 0.67  0.70

Entry 2:
The following is a quantum chemistry calculation of C48H68As3N4O2RuTe as an isolated structure in a non-equilibrium geometry, from the OMol25 dataset.

As for the charge: +3. Its spin multiplicity is 1. The LUMO energy is -10.2 eV. As for the total energy: -253299.5369 eV. As for the HOMO energy: -0.509 Eh.

Each line ends with the Mulliken charge.
Cartesian coordinates (Å):
1 H -2.77 3.33 2.54  0.90
2 H -7.26 3.29 0.21  0.39
3 H 2.09 2.34 2.88  -0.53
4 H -4.21 -4.02 1.26  0.48
5 H -0.10 -2.93 4.01  0.48
6 H -1.15 4.99 0.14  0.21
7 C 0.39 -3.59 0.93  -1.53
8 C -2.09 -3.83 1.08  -0.61
9 C 1.12 -4.37 -2.62  -0.01
10 H 1.14 -2.12 4.98  0.62
11 H 1.11 -2.78 0.73  -0.11
12 H -4.61 4.05 -0.54  0.54
13 As -0.45 2.47 2.19  0.87
14 H 0.69 4.56 1.17  0.11
15 C -2.36 -1.55 2.64  0.68
16 H -2.78 1.80 1.64  -0.43
17 N 0.01 -1.03 2.22  2.19
18 C -2.44 -0.42 3.62  -1.22
19 H -2.24 -4.26 -2.23  0.28
20 C 0.19 -6.58 -2.56  -0.71
21 C -2.33 2.80 1.69  -0.92
22 O 1.93 -1.45 -1.85  -0.59
23 H -6.80 2.65 -1.38  0.37
24 C -0.34 -1.73 -6.83  -0.70
25 H 0.18 0.84 -3.20  0.18
26 N -1.58 -1.85 -1.89  0.59
27 C -4.27 3.56 0.38  -2.14
28 C 2.24 -0.67 2.80  0.65
29 C -6.92 2.40 -0.33  -1.22
30 H -4.98 1.34 2.97  0.09
31 H -6.10 2.69 2.67  0.41
32 C -0.15 -3.82 -2.47  -0.30
33 H 4.92 -1.94 -0.43  0.45
34 C -0.60 2.37 4.15  -1.22
35 H -4.43 -2.05 2.73  0.53
36 H -2.86 1.83 -0.93  0.32
37 C -2.73 3.52 0.39  2.27
38 H -6.63 1.02 2.39  0.44
39 H -2.48 3.35 -1.75  0.80
40 H -0.12 4.37 -2.17  0.43
41 Te 3.25 0.78 -1.19  0.94
42 H 4.25 -0.35 3.49  0.42
43 H -1.56 0.71 -2.86  0.31
44 H -2.23 -2.76 -6.76  0.47
45 C 0.73 -1.38 -4.70  -0.11
46 C -2.22 4.96 0.34  -1.97
47 Ru 0.16 0.53 0.78  2.88
48 C -2.27 2.75 -0.86  -1.98
49 H 4.07 -2.03 1.11  0.40
50 C -1.40 -2.49 -4.81  -0.49
51 H 0.31 -7.65 -2.62  0.45
52 C -0.33 -2.00 -4.06  0.27
53 C 0.34 4.26 2.15  -1.37
54 H -7.68 1.62 -0.24  0.43
55 C -1.25 -4.66 -2.35  -0.23
56 C 1.29 -5.74 -2.66  -1.02
57 C 3.15 2.54 2.99  -1.63
58 H 1.61 -3.29 3.76  0.44
59 H 1.18 4.31 2.84  0.61
60 C -0.70 1.38 -2.85  -1.26
61 H -1.95 -6.68 -2.33  0.48
62 H 3.61 -1.95 3.83  0.51
63 H 3.16 -1.74 -0.35  0.20
64 C 4.48 -0.10 -2.67  -1.12
65 C 3.51 0.67 1.34  -1.24
66 H 2.27 -6.16 -2.77  0.49
67 C 0.98 -1.39 2.99  0.22
68 O -2.08 -0.29 -0.21  -0.46
69 C 0.58 3.70 -1.67  -1.19
70 H 3.05 -0.57 4.77  0.48
71 H 0.81 -4.23 1.71  0.57
72 C -0.34 -2.30 -2.54  2.55
73 C -3.47 -2.32 2.32  -0.68
74 H 0.02 3.15 4.59  0.54
75 H -0.90 2.21 -3.54  0.72
76 C 4.33 -0.04 0.38  1.10
77 H -2.51 -2.09 -2.21  0.52
78 C 3.92 1.89 1.88  1.70
79 H -2.16 0.51 3.14  -0.21
80 H 4.36 3.06 -2.11  0.57
81 C -0.96 -3.08 1.36  1.31
82 N 2.33 0.04 1.72  1.82
83 H -2.72 5.50 -0.47  0.47
84 C 5.54 0.57 -0.02  -0.73
85 C -3.34 -3.44 1.52  -1.30
86 H 6.87 2.22 0.18  0.55
87 C -1.40 -2.35 -6.19  -0.89
88 H -0.42 4.97 2.50  0.50
89 C 5.12 2.44 1.42  -1.29
90 C 0.89 -2.49 3.98  -2.56
91 C -1.08 -6.04 -2.40  -0.93
92 C 3.35 -0.89 3.77  -2.25
93 H 1.10 4.23 -0.88  0.18
94 C 4.10 -1.52 0.15  -1.22
95 H -1.98 -4.75 0.51  0.57
96 C 0.71 -1.22 -6.08  -1.06
97 H 5.45 3.39 1.84  0.56
98 H 3.47 2.14 3.95  0.36
99 H 0.30 -4.20 0.03  0.17
100 H 1.58 -1.02 -4.14  0.45
101 C -1.31 -0.99 -0.90  -2.32
102 C 5.92 1.79 0.48  -1.21
103 H -2.44 5.49 1.27  0.42
104 H -0.33 -1.65 -7.91  0.44
105 H 6.19 0.03 -0.70  0.83
106 H -3.45 -0.33 4.03  0.58
107 H -2.22 -3.00 -4.33  0.30
108 C 0.69 -1.52 -1.70  -1.63
109 H 1.53 -0.73 -6.58  0.48
110 H 5.51 2.30 -0.99  0.32
111 As -5.23 1.81 0.44  0.54
112 H 3.33 3.61 3.02  0.67
113 H 4.46 0.56 -3.54  0.54
114 C -5.78 1.70 2.33  -1.01
115 H 1.98 -3.72 -2.70  0.54
116 H 5.50 -0.20 -2.31  0.44
117 C -1.12 -1.89 2.08  -1.40
118 H -0.28 1.40 4.53  0.20
119 As -0.42 2.11 -1.07  0.75
120 C 4.46 2.56 -1.15  -1.31
121 H -1.76 -0.59 4.46  0.21
122 H 1.32 3.36 -2.40  0.56
123 H 4.06 -1.08 -2.92  0.16
124 N 0.05 -0.87 -0.76  1.28
125 H -1.63 2.54 4.45  0.46
126 H 4.14 3.23 -0.36  0.39
127 H -4.63 4.15 1.22  0.71

Entry 3:
The following is a quantum chemistry calculation of one molecule with the formula C6H12N2O8 in a non-equilibrium geometry, from the OMol25 dataset.

The calculation puts the energy above the lowest of the compared OMol25 structures with the same formula, charge and spin at 0.0971 eV. Its spin multiplicity is 1. As for the structure (SMILES): CCCC[C@H](CO[N+](=O)[O-])OOO[N+](=O)[O-]. The LUMO energy is -1.4 eV. As for the total energy: -25762.1765 eV. As for the HOMO energy: -0.388 Eh.

Each line ends with the natural charge from an NBO analysis.
Cartesian coordinates (Å):
1 H -4.44 1.01 6.89  0.19
2 O -2.37 2.27 3.49  -0.28
3 H -5.30 -1.34 5.10  0.21
4 H -4.99 -1.35 6.84  0.21
5 O 0.62 0.55 1.59  -0.29
6 C -2.16 4.16 4.73  -0.10
7 O -0.83 -1.10 1.36  -0.30
8 H -2.75 4.81 4.07  0.20
9 C -5.02 1.47 4.84  -0.40
10 N -1.66 6.05 5.98  0.71
11 C -2.78 2.71 4.81  0.06
12 H -6.10 1.65 4.99  0.21
13 O -1.92 0.91 3.31  0.01
14 C -4.48 0.51 5.91  -0.40
15 C -5.34 -0.74 6.01  -0.60
16 H -6.39 -0.48 6.19  0.20
17 N -0.50 0.06 1.60  0.68
18 O -1.63 6.62 7.05  -0.31
19 O -2.22 4.64 6.04  -0.38
20 H -4.54 3.26 5.98  0.23
21 H -3.45 0.22 5.66  0.20
22 C -4.31 2.82 4.99  -0.43
23 H -4.81 1.09 3.80  0.21
24 H -4.69 3.55 4.25  0.21
25 H -2.29 2.23 5.68  0.22
26 O -1.33 6.41 4.87  -0.33
27 O -1.59 0.90 1.84  -0.13
28 H -1.12 4.12 4.35  0.21

Entry 4:
The following is a quantum chemistry calculation of C5H8O2 as an isolated structure in a non-equilibrium geometry, from the OMol25 dataset.

The calculation puts the energy above the lowest of the compared OMol25 structures with the same formula, charge and spin at 5.2792 eV. Its spin multiplicity is 1. The LUMO energy (spin up / spin down) is 0.9 / 0.9 eV. As for the total energy: -9404.5530 eV. As for the HOMO energy (spin up / spin down): -0.277 / -0.268 Eh.

Each line ends with the natural charge from an NBO analysis.
Cartesian coordinates (Å):
1 C 1.98 0.72 0.50  -0.06
2 H -1.74 1.53 -0.36  0.16
3 H -2.75 -1.24 0.59  0.18
4 C -2.83 -0.21 0.30  -0.51
5 O 0.22 -1.83 -0.36  -0.68
6 H 1.77 1.74 0.79  0.19
7 H -3.84 0.19 0.31  0.19
8 C -1.80 0.51 -0.06  -0.27
9 C 0.52 -0.55 -0.08  0.67
10 H 3.02 0.47 0.71  0.19
11 O 1.09 -0.20 1.15  -0.51
12 H 2.16 -0.28 -1.49  0.23
13 H 1.01 1.08 -1.49  0.24
14 H -0.29 -2.20 0.38  0.50
15 C 1.47 0.30 -0.89  -0.52

Entry 5:
The following is a quantum chemistry calculation of C7H15IN2 as an isolated structure in a non-equilibrium geometry, from the OMol25 dataset.

The calculation puts the energy above the lowest of the compared OMol25 structures with the same formula, charge and spin at 4.8722 eV. As for the charge: +2. Its spin multiplicity is 1. The LUMO energy is -9.5 eV. As for the total energy: -18561.6403 eV. As for the HOMO energy: -0.616 Eh.

Each line ends with the natural charge from an NBO analysis.
Cartesian coordinates (Å):
1 H -0.02 -4.58 0.04  0.26
2 C -0.98 1.73 0.12  -0.03
3 C 0.20 1.15 -0.55  -0.65
4 H -1.47 3.38 1.38  0.47
5 C 0.72 -3.89 -0.06  -0.45
6 C 1.29 -2.84 0.99  -0.25
7 H 0.16 3.02 1.45  0.46
8 H 0.52 1.90 -1.35  0.27
9 I 3.20 1.06 -0.15  0.59
10 N 0.89 -1.81 0.00  -0.42
11 H -2.04 2.27 -1.71  0.24
12 H -0.12 0.40 -1.31  0.35
13 C 0.48 -2.71 -0.83  0.18
14 C 1.26 0.63 0.26  -0.06
15 H -2.35 0.75 -1.09  0.25
16 H 1.16 -0.03 1.07  0.24
17 H 2.35 -2.81 1.28  0.23
18 C -2.27 1.74 -0.73  -0.63
19 H 0.83 -2.59 1.99  0.22
20 H -3.18 1.97 -0.32  0.26
21 N -0.68 3.05 0.72  -0.71
22 H -1.23 1.09 1.12  0.23
23 H 1.62 -4.30 -0.60  0.26
24 H -0.56 3.83 0.07  0.46
25 H 0.19 -2.43 -1.78  0.20

Entry 6:
The following is a quantum chemistry calculation of C16H35Cl10N2O4S2 as an isolated structure, from the OMol25 dataset.

As for the charge: -1. Its spin multiplicity is 1. The LUMO energy is 1.5 eV. As for the total energy: -175227.4353 eV. As for the HOMO energy: -0.211 Eh.

Each line ends with the natural charge from an NBO analysis.
Cartesian coordinates (Å):
1 S -2.20 -3.72 -1.63  2.31
2 H -0.70 5.01 2.35  0.23
3 H -0.82 -6.27 -2.40  0.22
4 H -1.16 3.95 1.01  0.24
5 C 0.74 -6.02 -3.92  -0.42
6 H -2.95 6.13 2.19  0.22
7 C -2.51 10.06 1.52  -0.39
8 C -1.83 10.25 2.86  -0.39
9 H -2.83 1.16 0.96  0.23
10 H -1.15 -7.15 -3.90  0.23
11 H 3.52 6.04 4.00  0.22
12 Cl -3.79 4.96 0.33  -0.07
13 Cl -1.80 8.73 3.80  -0.06
14 H 2.56 0.39 -0.57  0.24
15 Cl -1.55 9.01 0.44  -0.06
16 Cl 4.01 -1.39 -0.10  -0.06
17 H -2.38 10.98 3.45  0.22
18 H 4.93 1.26 -0.75  0.22
19 C -2.15 -0.41 2.24  -0.38
20 H 4.18 4.35 2.39  0.23
21 C -2.48 5.62 1.36  -0.39
22 C -0.73 -6.22 -3.49  -0.69
23 C 1.63 -7.75 -2.18  -0.22
24 H 0.62 -5.26 0.25  0.20
25 O -3.15 -5.66 -4.17  -0.98
26 C -1.54 4.55 1.83  -0.39
27 H -3.16 -0.80 2.36  0.23
28 C -0.43 -4.95 0.21  -0.62
29 H 2.36 4.70 4.10  0.23
30 Cl -0.49 1.17 0.77  -0.10
31 O -1.30 -4.54 -5.40  -0.99
32 N -1.84 -3.72 -3.17  -1.27
33 C 2.74 5.50 3.46  -0.39
34 H -2.62 11.02 1.03  0.22
35 H -1.94 6.35 0.76  0.23
36 H 3.57 5.75 1.48  0.22
37 H -2.22 -0.27 0.09  0.27
38 C 3.30 4.95 2.17  -0.39
39 H -0.72 -4.65 1.23  0.21
40 Cl 2.14 3.88 1.35  -0.06
41 Cl -2.30 3.42 2.98  -0.08
42 C -2.08 0.37 0.96  -0.39
43 H 1.69 -5.59 -2.05  0.20
44 Cl 1.40 6.65 3.19  -0.06
45 Cl -1.05 -1.81 2.18  -0.06
46 H -1.88 0.19 3.11  0.22
47 H 2.64 -8.11 -1.94  0.18
48 Cl 5.49 1.21 1.54  -0.09
49 H -0.80 10.58 2.74  0.22
50 N 1.02 -8.74 -3.07  -0.84
51 C 1.76 -6.35 -2.83  -0.40
52 H 1.10 -7.66 -1.22  0.17
53 H 1.32 -9.67 -2.80  0.35
54 H 2.80 0.18 1.17  0.23
55 H 0.86 -4.97 -4.21  0.24
56 S -1.87 -4.98 -4.13  2.33
57 H -3.49 9.60 1.64  0.23
58 H 0.17 -3.78 -1.54  0.23
59 C -0.60 -3.78 -0.77  -0.68
60 O -2.72 -2.40 -1.30  -1.01
61 C 3.30 0.21 0.20  -0.39
62 C 4.34 1.31 0.16  -0.38
63 O -2.96 -4.88 -1.18  -0.98
64 H 3.86 2.27 0.26  0.23
65 H -0.59 -2.83 -0.23  0.24
66 H 0.95 -6.60 -4.83  0.22
67 H -1.04 -5.80 -0.07  0.23
68 H 2.77 -6.26 -3.26  0.20
69 H 0.01 -8.74 -2.97  0.36

Entry 7:
The following is a quantum chemistry calculation of C17H20IN5O3Sn as an isolated structure, from the OMol25 dataset.

The calculation puts the energy above the lowest of the compared OMol25 structures with the same formula, charge and spin at 0.2910 eV. Its spin multiplicity is 1. The LUMO energy is 0.4 eV. As for the total energy: -45480.0143 eV. As for the HOMO energy: -0.273 Eh.

Each line ends with the natural charge from an NBO analysis.
Cartesian coordinates (Å):
1 H -2.24 -5.61 -0.31  0.21
2 N -0.78 3.04 -1.76  -0.79
3 C 1.08 -5.85 0.27  -0.22
4 Sn -0.05 0.63 0.99  1.41
5 H 0.08 2.94 -1.20  0.45
6 C 3.14 0.15 0.84  0.33
7 H 4.47 -1.20 -0.12  0.24
8 C 4.36 -0.72 0.85  -0.67
9 C 0.69 -2.10 0.31  0.55
10 H 1.86 -6.59 0.41  0.21
11 C -2.90 2.15 -2.56  -0.71
12 C -1.22 -5.30 -0.14  -0.21
13 H -2.86 -0.18 -0.71  0.44
14 C 0.40 -3.55 0.19  -0.04
15 H -3.02 3.12 -3.02  0.22
16 C -1.68 2.07 -1.68  0.71
17 H -0.92 3.82 -2.39  0.40
18 N -3.23 -0.78 1.17  -0.26
19 C 2.40 2.42 0.22  0.47
20 H 5.25 -0.13 1.06  0.21
21 C 2.78 3.84 -0.10  -0.67
22 H -4.29 -2.14 -1.57  0.23
23 C -0.22 -6.25 0.03  -0.21
24 C -4.41 -2.60 0.62  -0.32
25 O -0.26 -1.26 0.03  -0.84
26 O -1.53 1.11 -0.91  -0.71
27 N -3.39 -0.84 -0.15  -0.33
28 C -0.91 -3.95 -0.06  -0.21
29 H -3.89 -2.01 2.72  0.22
30 H -2.80 1.39 -3.34  0.25
31 N 1.96 -0.37 0.82  -0.46
32 C 1.39 -4.50 0.36  -0.19
33 H 2.40 -4.17 0.56  0.23
34 H 2.74 3.99 -1.18  0.22
35 H -3.78 1.91 -1.96  0.25
36 O 1.18 2.10 -0.13  -0.87
37 C -3.85 -1.83 1.66  -0.08
38 C -4.08 -1.92 -0.54  -0.08
39 I -5.44 -4.37 0.76  0.17
40 H -0.46 -7.30 -0.03  0.21
41 H 3.78 4.08 0.25  0.22
42 H 2.07 4.53 0.36  0.22
43 H 4.25 -1.52 1.58  0.25
44 H 4.29 1.96 0.99  0.21
45 C 3.31 1.57 0.78  -0.46
46 N 1.88 -1.76 0.71  -0.43
47 H -1.67 -3.20 -0.18  0.23

Entry 8:
The following is a quantum chemistry calculation of one molecule with the formula C8H11O3 in a non-equilibrium geometry, from the OMol25 dataset.

The calculation puts the energy above the lowest of the compared OMol25 structures with the same formula, charge and spin at 2.4907 eV. Its expectation value of S² is 0.76. Its spin multiplicity is 2. The LUMO energy (spin up / spin down) is 0.5 / -1.5 eV. As for the total energy: -14610.1976 eV. As for the HOMO energy (spin up / spin down): -0.343 / -0.345 Eh.

Each line ends with the natural charge from an NBO analysis.
Cartesian coordinates (Å):
1 H -2.46 1.84 0.34  0.22
2 O -0.11 1.98 -0.51  -0.70
3 H -1.65 -1.70 1.41  0.15
4 C -0.02 0.72 0.06  0.06
5 H 0.12 0.80 1.18  0.19
6 H 3.43 0.16 0.79  0.23
7 O 2.30 0.63 -1.16  -0.29
8 H -3.48 0.36 0.29  0.26
9 H -2.48 0.72 1.72  0.21
10 C -2.51 0.78 0.61  -0.66
11 H 2.07 -2.05 -0.66  0.22
12 O -2.20 -1.33 -0.58  -0.47
13 C 0.06 -2.06 -0.05  -0.20
14 C 2.41 0.51 0.99  -0.57
15 C 1.20 -1.43 -0.36  -0.21
16 H 2.09 0.13 1.96  0.22
17 C 1.46 0.08 -0.32  0.21
18 H 2.43 1.61 1.00  0.23
19 C -1.40 0.00 0.01  0.19
20 H 0.02 -3.14 -0.19  0.22
21 H -0.37 2.59 0.22  0.47
22 C -1.27 -1.47 0.34  0.04